# 1
Computed, not measured: a 15-piece molecular cluster, C92H93Cl6N6O11 overall at a distorted geometry, with wB97M-V/def2-TZVPD.

Last columns: bonded neighbours and bond lengths (Å).
Atoms and positions in Å:
1 C 1.8533 -3.0568 -2.1989  N2 1.469, H15 1.084, H16 1.093, H17 1.088
2 N 1.4038 -2.0291 -1.2508  C1 1.469, C3 1.346, C7 1.351
3 C 2.1817 -1.7606 -0.1852  N2 1.346, C4 1.393, H18 1.089
4 C 1.7863 -0.8895 0.8268  C3 1.393, C5 1.382, H19 1.079
5 C 0.5371 -0.3066 0.7228  C4 1.382, C6 1.369, C8 1.491
6 C -0.2457 -0.6042 -0.3606  C5 1.369, C7 1.361, H20 1.085
7 C 0.2135 -1.4000 -1.3653  N2 1.351, C6 1.361, H21 1.080
8 C 0.0220 0.5060 1.8619  C5 1.491, C9 1.376, C13 1.408
9 C 0.7972 1.4223 2.5349  C8 1.376, C10 1.395, H22 1.083
10 C 0.2447 2.0637 3.6432  C9 1.395, N11 1.314, H23 1.094
11 N -0.9659 1.8453 4.1047  C10 1.314, C12 1.356, C14 1.473
12 C -1.7221 0.9109 3.4780  N11 1.356, C13 1.365, H24 1.089
13 C -1.2782 0.2796 2.3520  C8 1.408, C12 1.365, H25 1.081
14 C -1.4560 2.5281 5.3141  N11 1.473, H26 1.085, H27 1.094, H28 1.089
15 H 2.9335 -3.1500 -2.2070  C1 1.084
16 H 1.5662 -2.7777 -3.2163  C1 1.093
17 H 1.2741 -3.9457 -1.9591  C1 1.088
18 H 3.1684 -2.2167 -0.1203  C3 1.089
19 H 2.3498 -0.9729 1.7427  C4 1.079
20 H -1.2077 -0.1067 -0.4302  C6 1.085
21 H -0.3558 -1.6058 -2.2593  C7 1.080
22 H 1.8255 1.6174 2.2580  C9 1.083
23 H 0.8355 2.8123 4.1787  C10 1.094
24 H -2.6570 0.5455 3.8998  C12 1.089
25 H -1.9474 -0.4657 1.9443  C13 1.081
26 H -0.7272 3.3153 5.4746  C14 1.085
27 H -1.6336 1.7276 6.0385  C14 1.094
28 H -2.4575 2.8728 5.0623  C14 1.089
29 C 2.8410 5.0567 3.0943  O30 1.370, H31 1.109, H32 1.111, H33 1.116
30 O 1.9128 4.9533 4.0968  C29 1.370
31 H 3.6249 5.8045 3.3317  C29 1.109
32 H 3.4008 4.1391 2.8134  C29 1.111
33 H 2.4148 5.4181 2.1285  C29 1.116
34 C -4.8658 0.8160 6.0371  O35 1.369, H36 1.109, H37 1.118, H38 1.111
35 O -3.6814 0.1509 6.2091  C34 1.369
36 H -5.0974 1.5946 6.7925  C34 1.109
37 H -4.8881 1.3783 5.0714  C34 1.118
38 H -5.8207 0.2513 5.9795  C34 1.111
39 O 4.1441 -4.0754 -0.4689  H40 0.962
40 H 4.4324 -4.3566 0.4043  O39 0.962
41 Cl 2.7632 -8.1867 -2.6394  C42 1.751
42 C 3.5705 -6.9625 -1.6831  Cl41 1.751, C43 1.493, H45 1.089, H46 1.083
43 C 4.0192 -7.4806 -0.3566  C42 1.493, Cl44 1.787, H47 1.090, H48 1.091
44 Cl 5.3757 -8.6341 -0.5015  C43 1.787
45 H 2.8321 -6.1794 -1.5180  C42 1.089
46 H 4.3716 -6.5233 -2.2642  C42 1.083
47 H 3.2031 -7.9414 0.1993  C43 1.090
48 H 4.2686 -6.6098 0.2521  C43 1.091
49 Cl 8.7977 -5.2443 -2.0534  C50 1.837
50 C 7.0325 -4.8323 -1.7555  Cl49 1.837, C51 1.521, H53 1.084, H54 1.083
51 C 6.4773 -4.2442 -3.0431  C50 1.521, Cl52 1.788, H55 1.086, H56 1.087
52 Cl 6.1228 -5.4998 -4.2656  C51 1.788
53 H 7.0379 -4.0899 -0.9653  C50 1.084
54 H 6.5868 -5.7697 -1.4452  C50 1.083
55 H 7.2320 -3.6259 -3.5206  C51 1.086
56 H 5.5746 -3.6721 -2.8442  C51 1.087
57 Cl -0.2886 3.9248 8.8191  C58 1.790
58 C 0.5392 5.0727 7.7224  Cl57 1.790, C59 1.512, H61 1.090, H62 1.088
59 C 1.1924 6.1931 8.4987  C58 1.512, Cl60 1.780, H63 1.088, H64 1.089
60 Cl 2.4314 5.5378 9.5957  C59 1.780
61 H -0.2267 5.5097 7.0820  C58 1.090
62 H 1.2483 4.5400 7.0920  C58 1.088
63 H 0.5307 6.7650 9.1454  C59 1.088
64 H 1.6774 6.9033 7.8305  C59 1.089
65 C 7.9327 -1.7400 -5.8863  C66 1.538, H70 1.090, H71 1.088, H72 1.096
66 C 6.8381 -1.8221 -6.9642  C65 1.538, C67 1.559, H73 1.088, H74 1.089
67 C 5.6291 -2.6246 -6.3929  C66 1.559, C68 1.449, H75 1.090, H76 1.098
68 C 4.8379 -2.2120 -5.2508  C67 1.449, N69 1.148
69 N 4.1736 -1.8775 -4.3763  C68 1.148
70 H 7.5962 -1.0436 -5.1183  C65 1.090
71 H 8.9439 -1.6317 -6.2741  C65 1.088
72 H 8.0387 -2.6817 -5.3360  C65 1.096
73 H 7.1401 -2.4204 -7.8216  C66 1.088
74 H 6.4573 -0.8607 -7.3047  C66 1.089
75 H 5.9694 -3.6474 -6.2299  C67 1.090
76 H 4.8348 -2.6317 -7.1504  C67 1.098
77 C -2.8151 -2.9950 -6.0086  C78 1.555, H82 1.088, H83 1.090, H84 1.091
78 C -4.0834 -2.8600 -5.1187  C77 1.555, C79 1.548, H85 1.088, H86 1.090
79 C -4.2972 -1.3459 -4.8793  C78 1.548, C80 1.453, H87 1.099, H88 1.087
80 C -3.3401 -0.8069 -3.9277  C79 1.453, N81 1.148
81 N -2.5608 -0.4500 -3.1633  C80 1.148
82 H -1.9594 -2.9869 -5.3361  C77 1.088
83 H -2.8323 -2.1836 -6.7369  C77 1.090
84 H -2.7755 -3.8788 -6.6470  C77 1.091
85 H -3.9980 -3.4296 -4.1961  C78 1.088
86 H -4.9650 -3.2436 -5.6329  C78 1.090
87 H -5.2401 -1.1830 -4.3381  C79 1.099
88 H -4.3998 -0.7774 -5.7997  C79 1.087
89 C 7.3503 -0.8391 -1.0760  C90 1.537, H94 1.091, H95 1.094, H96 1.089
90 C 5.9494 -1.0551 -1.6705  C89 1.537, C91 1.536, H97 1.093, H98 1.091
91 C 5.1395 0.2386 -1.8468  C90 1.536, C92 1.481, H99 1.091, H100 1.091
92 C 4.6722 0.8070 -0.5620  C91 1.481, N93 1.150
93 N 4.2361 1.1570 0.4431  C92 1.150
94 H 7.6542 -1.6917 -0.4676  C89 1.091
95 H 7.2794 -0.0039 -0.3731  C89 1.094
96 H 8.1335 -0.6283 -1.8020  C89 1.089
97 H 5.3921 -1.7763 -1.0676  C90 1.093
98 H 6.0218 -1.5101 -2.6596  C90 1.091
99 H 4.2536 0.0131 -2.4428  C91 1.091
100 H 5.7084 1.0190 -2.3553  C91 1.091
101 C -0.7048 2.6583 -1.0666  C102 1.542, H106 1.088, H107 1.092, H108 1.092
102 C -0.2499 4.1201 -0.8787  C101 1.542, C103 1.523, H109 1.091, H110 1.089
103 C -0.1271 4.6218 0.5544  C102 1.523, C104 1.469, H111 1.088, H112 1.104
104 C -1.1788 4.2443 1.5076  C103 1.469, N105 1.148
105 N -1.9668 4.0356 2.3162  C104 1.148
106 H -0.9318 2.4969 -2.1178  C101 1.088
107 H -1.5820 2.4149 -0.4628  C101 1.092
108 H 0.0867 2.0008 -0.7003  C101 1.092
109 H -0.9819 4.7242 -1.4173  C102 1.091
110 H 0.7258 4.2225 -1.3520  C102 1.089
111 H 0.0628 5.6908 0.6305  C103 1.088
112 H 0.6723 4.1515 1.1529  C103 1.104
113 C 2.3979 -1.4233 -8.2179  C114 1.376, C118 1.378, H129 1.083
114 C 1.2948 -1.7093 -7.4470  C113 1.376, C115 1.378, H130 1.085
115 C 1.0274 -1.0344 -6.2762  C114 1.378, C116 1.401, H131 1.078
116 C 1.9543 -0.0601 -5.8852  C115 1.401, C117 1.408, C127 1.479
117 C 3.0294 0.3473 -6.6980  C116 1.408, C118 1.406, C119 1.463
118 C 3.1988 -0.3445 -7.9099  C113 1.378, C117 1.406, H132 1.083
119 C 3.9565 1.3927 -6.2634  C117 1.463, O120 1.212, C121 1.509
120 O 4.9182 1.7384 -6.9154  C119 1.212
121 C 3.6758 2.0729 -4.9458  C119 1.509, C122 1.385, C126 1.395
122 C 4.4517 3.1356 -4.5140  C121 1.385, C123 1.403, H133 1.081
123 C 4.1567 3.7906 -3.3088  C122 1.403, C124 1.389, H134 1.082
124 C 3.0784 3.3820 -2.5337  C123 1.389, C125 1.390, H135 1.082
125 C 2.3271 2.2806 -2.9271  C124 1.390, C126 1.405, H136 1.080
126 C 2.6652 1.5992 -4.1081  C121 1.395, C125 1.405, C127 1.493
127 C 1.7833 0.4643 -4.5129  C116 1.479, C126 1.493, O128 1.212
128 O 0.9321 0.0285 -3.7688  C127 1.212
129 H 2.6089 -1.9678 -9.1298  C113 1.083
130 H 0.6009 -2.5035 -7.7033  C114 1.085
131 H 0.1662 -1.3379 -5.7026  C115 1.078
132 H 3.9783 -0.0424 -8.5976  C118 1.083
133 H 5.2901 3.5197 -5.0780  C122 1.081
134 H 4.7870 4.5758 -2.9135  C123 1.082
135 H 2.8701 3.8707 -1.5913  C124 1.082
136 H 1.5345 1.9894 -2.2535  C125 1.080
137 C 3.0877 1.7800 8.3998  C138 1.369, C142 1.402, H153 1.081
138 C 1.9418 1.1762 7.9571  C137 1.369, C139 1.399, H154 1.083
139 C 1.9242 0.3048 6.8629  C138 1.399, C140 1.398, H155 1.082
140 C 3.1152 0.0604 6.1738  C139 1.398, C141 1.415, C151 1.503
141 C 4.2837 0.7352 6.5997  C140 1.415, C142 1.382, C143 1.499
142 C 4.2864 1.5635 7.7058  C137 1.402, C141 1.382, H156 1.080
143 C 5.5739 0.5425 5.8613  C141 1.499, O144 1.214, C145 1.495
144 O 6.5931 1.1090 6.1994  C143 1.214
145 C 5.6411 -0.4596 4.7538  C143 1.495, C146 1.376, C150 1.416
146 C 6.8318 -0.7930 4.1494  C145 1.376, C147 1.385, H157 1.084
147 C 6.8696 -1.6775 3.0847  C146 1.385, C148 1.384, H158 1.082
148 C 5.7335 -2.3899 2.7445  C147 1.384, C149 1.406, H159 1.084
149 C 4.5307 -2.1037 3.4132  C148 1.406, C150 1.385, H160 1.083
150 C 4.4408 -1.1039 4.3669  C145 1.416, C149 1.385, C151 1.484
151 C 3.1096 -0.8314 4.9640  C140 1.503, C150 1.484, O152 1.211
152 O 2.0810 -1.3314 4.5663  C151 1.211
153 H 3.0669 2.4154 9.2742  C137 1.081
154 H 1.0277 1.2687 8.5302  C138 1.083
155 H 1.0392 -0.1982 6.4957  C139 1.082
156 H 5.2085 2.0452 7.9976  C142 1.080
157 H 7.6659 -0.1796 4.4699  C146 1.084
158 H 7.8003 -1.8095 2.5481  C147 1.082
159 H 5.7146 -3.0757 1.9051  C148 1.084
160 H 3.7553 -2.7839 3.0822  C149 1.083
161 C -7.0636 4.1805 -0.2015  C162 1.398, C166 1.394, H177 1.081
162 C -5.7383 4.2024 0.2419  C161 1.398, C163 1.391, H178 1.081
163 C -5.0400 2.9994 0.2553  C162 1.391, C164 1.377, H179 1.084
164 C -5.5723 1.8484 -0.2813  C163 1.377, C165 1.404, C175 1.499
165 C -6.9053 1.7999 -0.7210  C164 1.404, C166 1.396, C167 1.466
166 C -7.6079 3.0061 -0.7186  C161 1.394, C165 1.396, H180 1.082
167 C -7.5132 0.5970 -1.2979  C165 1.466, O168 1.218, C169 1.476
168 O -8.6484 0.5641 -1.7373  C167 1.218
169 C -6.7672 -0.6527 -1.0540  C167 1.476, C170 1.415, C174 1.406
170 C -7.4134 -1.9094 -0.9870  C169 1.415, C171 1.399, H181 1.082
171 C -6.6737 -3.0965 -0.9962  C170 1.399, C172 1.387, H182 1.081
172 C -5.2903 -3.0381 -0.9228  C171 1.387, C173 1.377, H183 1.083
173 C -4.6893 -1.8185 -0.7044  C172 1.377, C174 1.382, H184 1.083
174 C -5.4023 -0.6352 -0.7154  C169 1.406, C173 1.382, C175 1.494
175 C -4.6903 0.6436 -0.4170  C164 1.499, C174 1.494, O176 1.209
176 O -3.5296 0.6555 -0.0782  C175 1.209
177 H -7.6305 5.0990 -0.1346  C161 1.081
178 H -5.3233 5.1401 0.5826  C162 1.081
179 H -4.0366 3.0066 0.6656  C163 1.084
180 H -8.6104 3.0559 -1.1238  C166 1.082
181 H -8.4819 -1.9861 -1.1360  C170 1.082
182 H -7.1787 -4.0524 -1.0152  C171 1.081
183 H -4.7406 -3.9686 -0.9869  C172 1.083
184 H -3.6095 -1.7924 -0.6247  C173 1.083
185 C -12.5220 -0.2609 0.2378  C186 1.391, C190 1.383, H201 1.083
186 C -12.5855 1.1266 0.3053  C185 1.391, C187 1.364, H202 1.083
187 C -11.5842 1.7920 0.9484  C186 1.364, C188 1.403, H203 1.083
188 C -10.5047 1.1240 1.5462  C187 1.403, C189 1.413, C199 1.461
189 C -10.3964 -0.2757 1.3856  C188 1.413, C190 1.385, C191 1.514
190 C -11.4486 -0.9440 0.7809  C185 1.383, C189 1.385, H204 1.083
191 C -9.2446 -1.0948 1.9284  C189 1.514, O192 1.207, C193 1.478
192 O -9.2200 -2.2886 1.7517  C191 1.207
193 C -8.1191 -0.2848 2.4409  C191 1.478, C194 1.390, C198 1.417
194 C -6.8450 -0.8231 2.5750  C193 1.390, C195 1.388, H205 1.088
195 C -5.6842 -0.1272 2.8806  C194 1.388, C196 1.395, H206 1.078
196 C -5.8580 1.2456 3.0546  C195 1.395, C197 1.383, H207 1.085
197 C -7.0704 1.8733 2.8362  C196 1.383, C198 1.402, H208 1.081
198 C -8.2208 1.1245 2.5496  C193 1.417, C197 1.402, C199 1.486
199 C -9.4777 1.8669 2.2727  C188 1.461, C198 1.486, O200 1.216
200 O -9.6071 3.0447 2.5477  C199 1.216
201 H -13.2046 -0.8629 -0.3486  C185 1.083
202 H -13.4387 1.5831 -0.1805  C186 1.083
203 H -11.5423 2.8734 1.0002  C187 1.083
204 H -11.5451 -2.0043 0.5845  C190 1.083
205 H -6.7422 -1.8452 2.2158  C194 1.088
206 H -4.7054 -0.5794 2.8995  C195 1.078
207 H -4.9873 1.8932 3.0430  C196 1.085
208 H -7.1612 2.9494 2.7973  C197 1.081

Results
HOMO-LUMO gap: 3.46 eV
lowest unoccupied orbital energy: -0.3430 eV
net charge: -1

---

# 2
Computed, not measured: a 2-piece molecular cluster, C4H13N2Si overall at a distorted geometry, with wB97M-V/def2-TZVPD.

Last columns: bonded neighbours and bond lengths (Å).
Atoms and positions in Å:
1 C -2.1834 -0.4213 0.3637  N5 1.289, N6 1.329, H8 1.159
2 C -0.3242 2.1306 -1.8730  H9 1.122, H10 1.094, H11 1.078, H18 1.077
3 C 1.8170 -1.3853 1.6781  Si7 1.846, H12 1.145, H13 1.159, H14 1.170
4 C 1.6182 -1.0774 -1.1629  Si7 1.852, H15 1.164, H16 1.121, H17 1.018
5 N -0.9479 -0.6155 0.6753  C1 1.289, Si7 1.625
6 N -3.1886 -1.2900 0.3142  C1 1.329, H19 1.052, H20 1.019
7 Si 0.5554 -1.1414 0.3523  C3 1.846, C4 1.852, N5 1.625
8 H -2.6709 0.6286 0.3027  C1 1.159
9 H -0.1024 1.1897 -2.4428  C2 1.122
10 H -1.2807 2.4801 -2.2727  C2 1.094
11 H 0.5930 2.6666 -2.0557  C2 1.078
12 H 2.1385 -2.4788 1.7816  C3 1.145
13 H 2.8849 -1.0531 1.3736  C3 1.159
14 H 1.5395 -1.1801 2.7963  C3 1.170
15 H 1.0809 -0.8335 -2.1657  C4 1.164
16 H 2.1693 -0.1093 -1.0374  C4 1.121
17 H 2.2466 -1.8785 -1.1468  C4 1.018
18 H -0.4423 1.7566 -0.8705  C2 1.077
19 H -4.2330 -1.1641 0.3118  N6 1.052
20 H -2.8263 -2.2304 0.4665  N6 1.019

Results
HOMO-LUMO gap: 10.48 eV
lowest unoccupied orbital energy: -4.1651 eV
net charge: +1

---

# 3
Computed, not measured: an isolated ion of composition C11H13O2 and charge +1 at a distorted geometry, with wB97M-V/def2-TZVPD.

Last columns: bonded neighbours and bond lengths (Å).
Atoms and positions in Å:
1 C 0.2975 -0.9987 -1.6453  C3 1.364, C5 1.441, H14 1.144
2 C 0.6573 1.4547 -1.2903  C3 1.413, C4 1.328
3 C 0.7917 0.2281 -1.9791  C1 1.364, C2 1.413, C7 1.543
4 C 0.8954 2.7217 -1.6107  C2 1.328, C9 1.462, H15 1.037
5 C -0.3091 -1.2037 -0.3549  C1 1.441, C6 1.394, C8 1.396
6 C -0.1287 -0.0550 0.4145  C5 1.394, O13 1.219
7 C 1.3182 0.3820 -3.4208  C3 1.543, O12 1.183, H16 1.069
8 C -1.3028 -2.1358 -0.0518  C5 1.396, C10 1.488, H17 1.044
9 C 0.8090 3.9994 -0.9052  C4 1.462, H18 1.147, H19 1.107, H20 1.182
10 C -2.2797 -2.0725 1.0686  C8 1.488, H21 1.103, H22 1.136, H26 1.143
11 C 0.6162 -0.8747 2.4932  O13 1.494, H23 1.100, H24 1.160, H25 1.039
12 O 1.8305 1.3066 -3.9521  C7 1.183
13 O 0.2955 0.2168 1.5243  C6 1.219, C11 1.494
14 H 0.5849 -1.9340 -2.2380  C1 1.144
15 H 1.4013 2.7741 -2.5143  C4 1.037
16 H 1.3679 -0.5430 -3.9551  C7 1.069
17 H -1.5175 -3.0324 -0.5419  C8 1.044
18 H 1.6028 4.7353 -1.2859  C9 1.147
19 H 0.9557 3.8492 0.1818  C9 1.107
20 H -0.2014 4.6058 -1.0011  C9 1.182
21 H -2.1024 -2.7486 1.9221  C10 1.103
22 H -3.3435 -2.3213 0.7567  C10 1.136
23 H 1.6482 -0.6433 2.7962  C11 1.100
24 H -0.2399 -0.8234 3.2736  C11 1.160
25 H 0.6981 -1.8063 2.0410  C11 1.039
26 H -2.0493 -1.0759 1.5795  C10 1.143

Results
HOMO-LUMO gap (alpha / beta): 6.93 / 6.93 eV
lowest unoccupied orbital energy (alpha / beta): -5.2545 / -5.2548 eV
net charge: +1

---

Calculated total energy values, unit a.u., following the record order: -7478.7718, -558.9410, -576.8988.